C16H33As3N2SV | ωB97M-V/def2-TZVPD

Each line ends with the Löwdin spin population.
CARTESIAN COORDINATES (ANGSTROEM)
V -1.366 -1.805 -0.468  2.711
C 2.453 -2.151 -0.990  0.007
As 1.035 -1.781 0.283  0.073
C 1.473 -3.148 1.598  0.019
C 1.797 -0.232 1.228  0.002
C 1.578 1.165 0.624  0.000
C 1.912 1.223 -0.859  0.002
C 0.119 1.624 0.838  0.010
As -1.306 0.783 -0.207  0.079
C -2.827 1.511 0.772  0.013
C -1.373 1.903 -1.795  0.008
C 2.443 2.176 1.406  0.000
As 4.413 2.355 1.333  0.000
C 5.115 0.647 0.679  0.000
C 4.607 3.358 -0.342  0.000
H 3.419 -2.114 -0.481  0.000
H 2.428 -1.432 -1.804  0.000
H 2.267 -3.141 -1.405  0.001
H 2.499 -3.027 1.950  0.001
H 1.351 -4.116 1.113  0.001
H 0.781 -3.076 2.437  0.004
H 2.862 -0.434 1.352  0.000
H 1.354 -0.249 2.231  0.001
H 1.254 0.586 -1.461  0.003
H 2.932 0.892 -1.064  0.000
H 1.814 2.244 -1.239  0.000
H 0.041 2.697 0.630  0.001
H -0.157 1.481 1.888  0.001
H -2.735 2.592 0.896  0.001
H -2.878 1.032 1.749  0.002
H -3.741 1.284 0.223  0.000
H -1.161 2.940 -1.530  0.000
H -2.369 1.824 -2.229  0.000
H -0.650 1.550 -2.527  0.001
H 2.208 2.071 2.470  0.000
H 2.132 3.192 1.135  0.000
H 5.069 -0.106 1.464  0.000
H 6.165 0.835 0.451  0.000
H 4.623 0.275 -0.219  0.000
H 3.985 4.250 -0.289  0.000
H 4.333 2.780 -1.224  0.000
H 5.646 3.671 -0.426  0.000
N -3.681 -1.297 -2.447  0.017
C -4.284 -1.532 -1.250  0.014
C -5.687 -1.438 -1.069  -0.001
C -6.224 -1.706 0.163  0.009
C -5.396 -2.105 1.224  0.001
C -4.055 -2.182 0.965  0.029
N -3.499 -1.863 -0.220  0.024
H -4.288 -1.249 -3.249  0.001
H -2.815 -1.823 -2.616  0.009
H -6.305 -1.165 -1.913  0.000
H -7.295 -1.635 0.303  0.001
H -5.782 -2.358 2.200  0.000
H -3.358 -2.512 1.728  0.015
S -0.877 -3.265 -2.008  -0.061

The calculation puts the LUMO energy (spin up / spin down) at 0.5284 / 0.2602 eV. The multiplicity is 4. The expectation value of S² is 3.7982. Its highest occupied orbital energy (spin up / spin down) is -5.595 / -6.913 eV. The HOMO-LUMO gap (spin up / spin down) is 6.1 / 7.2 eV.

C16H33F2InN3O6 | ωB97M-V/def2-TZVPD

Each line ends with the Löwdin charge.
CARTESIAN COORDINATES (ANGSTROEM)
C -1.894 1.358 1.520  -0.055
C -3.013 1.587 0.500  -0.271
O -3.344 0.370 -0.128  -0.159
C -4.723 0.095 -0.178  -0.251
C -4.990 -1.296 -0.727  -0.163
C -4.821 -2.439 0.297  -0.214
C -3.597 -3.324 0.094  -0.304
C -2.276 -2.713 0.600  -0.258
In -0.849 -2.881 -1.124  0.883
C -1.579 -1.554 -2.765  -0.346
N -0.533 -0.814 -3.550  -0.112
C -0.913 -5.010 -1.829  -0.806
O -0.202 -5.876 -1.272  -0.175
O -1.758 -5.168 -2.753  -0.184
N 1.256 -2.381 -0.452  0.077
C 1.296 -1.900 0.801  -0.594
O 1.228 -2.451 1.847  0.125
F 1.472 -0.514 0.851  -0.010
C 1.995 -1.639 -1.349  -0.575
O 1.990 -0.477 -1.637  0.077
F 2.896 -2.427 -1.968  0.100
H -0.921 1.559 1.081  0.053
H -2.048 1.982 2.398  0.062
H -1.932 0.318 1.827  0.072
H -2.720 2.325 -0.249  0.111
H -3.883 1.983 1.028  0.104
H -5.177 0.158 0.819  0.116
H -5.241 0.834 -0.804  0.115
H -6.040 -1.268 -1.022  0.102
H -4.391 -1.466 -1.618  0.107
H -5.700 -3.081 0.200  0.094
H -4.855 -2.026 1.307  0.103
H -3.537 -3.625 -0.954  0.081
H -3.761 -4.248 0.647  0.098
H -1.883 -3.319 1.411  0.020
H -2.395 -1.680 0.912  -0.010
H -2.308 -0.851 -2.348  -0.007
H -2.137 -2.199 -3.439  0.025
H -0.980 -0.438 -4.384  0.025
H -0.291 0.016 -3.020  0.018
C 2.429 2.368 1.371  0.019
N 3.898 2.086 1.205  -0.356
C 4.043 0.606 1.105  0.007
C 4.639 2.578 2.393  0.007
C 4.454 2.667 -0.067  -0.097
C 4.476 4.171 -0.189  -0.228
O 3.158 4.692 -0.129  -0.050
H 2.050 1.694 2.136  0.111
H 2.294 3.396 1.681  0.097
H 1.928 2.170 0.428  0.120
H 3.644 0.155 2.009  0.116
H 5.091 0.341 0.980  0.116
H 3.457 0.281 0.247  0.091
H 4.476 3.646 2.502  0.102
H 5.697 2.366 2.261  0.113
H 4.258 2.061 3.269  0.116
H 3.860 2.231 -0.871  0.152
H 5.476 2.299 -0.143  0.141
H 4.925 4.401 -1.159  0.132
H 5.103 4.624 0.587  0.117
H 3.204 5.651 -0.185  0.101

The calculation puts the LUMO energy at 0.7144 eV. The multiplicity is 1. Its highest occupied orbital energy is -1.135 eV. The HOMO-LUMO gap is 1.8 eV. The total charge is -1.

C16H33F3O8 | ωB97M-V/def2-TZVPD

Each line ends with the Löwdin charge.
CARTESIAN COORDINATES (ANGSTROEM)
C -2.601 2.222 5.367  -0.107
O -1.407 1.493 5.548  -0.167
C -0.387 1.890 4.671  -0.208
C -0.698 1.839 3.186  -0.217
O -1.208 3.074 2.760  -0.132
C -1.576 3.144 1.405  -0.182
C -2.689 2.184 1.006  -0.201
O -2.872 2.129 -0.392  -0.202
C -3.517 3.241 -0.956  -0.104
H -3.323 1.912 6.123  0.088
H -3.081 1.996 4.403  0.080
H -2.439 3.301 5.420  0.095
H 0.462 1.215 4.824  0.125
H 0.013 2.888 4.905  0.134
H -1.399 1.020 2.982  0.107
H 0.233 1.577 2.662  0.136
H -0.688 2.993 0.776  0.115
H -1.919 4.164 1.227  0.126
H -3.619 2.469 1.522  0.133
H -2.467 1.155 1.291  0.112
H -3.007 4.190 -0.782  0.086
H -4.562 3.304 -0.624  0.091
H -3.565 3.050 -2.031  0.093
C -0.478 -2.413 2.134  -0.118
O 0.622 -2.412 1.274  -0.196
C 1.062 -3.717 0.974  -0.206
C 2.184 -3.691 -0.029  -0.193
O 1.680 -3.829 -1.339  -0.130
C 2.689 -4.169 -2.253  -0.221
C 2.258 -3.898 -3.674  -0.227
O 1.898 -2.586 -3.959  -0.180
C 2.986 -1.689 -3.971  -0.100
H -1.333 -2.981 1.726  0.094
H -0.839 -1.392 2.249  0.074
H -0.238 -2.863 3.105  0.092
H 0.223 -4.269 0.528  0.135
H 1.374 -4.221 1.895  0.127
H 2.829 -4.554 0.197  0.127
H 2.788 -2.781 0.040  0.137
H 2.904 -5.249 -2.195  0.133
H 3.626 -3.638 -2.031  0.124
H 1.398 -4.529 -3.910  0.132
H 3.095 -4.248 -4.301  0.127
H 3.837 -2.138 -4.502  0.092
H 3.327 -1.447 -2.958  0.083
H 2.649 -0.790 -4.477  0.090
C 0.133 -0.921 -1.702  -0.039
C -0.550 0.440 -1.574  -0.169
O 0.080 1.350 -2.495  0.049
C 0.788 2.332 -1.995  -0.405
O 1.067 2.528 -0.847  0.151
C 1.247 3.287 -3.117  -0.525
F 0.282 4.192 -3.379  0.157
F 2.348 3.941 -2.735  0.165
F 1.517 2.619 -4.250  0.157
H 1.213 -0.784 -1.698  0.080
H -0.159 -1.434 -2.626  0.084
H -0.189 -1.661 -0.971  0.069
H -0.415 0.784 -0.554  0.106
H -1.589 0.382 -1.872  0.123

The calculation puts the LUMO energy at 0.7479 eV. The multiplicity is 1. Its highest occupied orbital energy is -9.541 eV. The HOMO-LUMO gap is 10.3 eV. The SMILES is CCOC(=O)C(F)(F)F.COCCOCCOC.COCCOCCOC.

C16H33FN3O5 | ωB97M-V/def2-TZVPD

Each line ends with the Löwdin charge.
CARTESIAN COORDINATES (ANGSTROEM)
C 3.482 -0.338 -0.001  -0.073
C 2.141 -0.720 -0.674  -0.140
C 1.774 0.132 -1.877  -0.276
F 1.267 -0.650 -2.896  0.041
N 0.687 1.135 -1.633  0.008
C 1.156 2.187 -0.651  -0.045
C 0.206 2.340 0.525  -0.156
O -1.092 2.531 -0.019  -0.068
C -1.602 1.272 -0.407  -0.313
C -2.970 1.482 -1.048  -0.087
C -3.834 0.217 -1.041  -0.169
O -4.999 0.499 -0.256  -0.016
C -5.615 -0.611 0.238  -0.322
O -6.692 -0.546 0.749  0.106
C -0.639 0.482 -1.344  -0.009
H 4.217 -1.130 -0.114  0.082
H 3.322 -0.192 1.066  0.061
H 3.886 0.604 -0.369  0.068
H 1.347 -0.753 0.072  0.118
H 2.228 -1.734 -1.060  0.128
H 2.648 0.643 -2.280  0.171
H 0.571 1.614 -2.524  0.191
H 2.172 2.010 -0.304  0.113
H 1.150 3.139 -1.179  0.147
H 0.228 1.486 1.203  0.132
H 0.490 3.256 1.035  0.132
H -1.753 0.661 0.491  0.161
H -2.871 1.906 -2.049  0.127
H -3.472 2.238 -0.444  0.137
H -3.309 -0.641 -0.614  0.100
H -4.156 -0.019 -2.058  0.133
H -5.043 -1.550 0.198  0.111
H -0.494 -0.517 -0.946  0.133
H -1.128 0.354 -2.308  0.141
C -3.751 -3.751 -0.434  -0.346
O -3.238 -2.960 0.346  -0.016
N -3.107 -4.765 -1.026  -0.191
C -3.775 -5.681 -1.934  -0.044
C -1.696 -4.961 -0.732  -0.035
H -4.818 -3.698 -0.709  0.138
H -3.722 -6.699 -1.548  0.095
H -3.302 -5.649 -2.917  0.092
H -4.821 -5.401 -2.039  0.087
H -1.553 -5.123 0.336  0.096
H -1.126 -4.076 -1.021  0.082
H -1.329 -5.823 -1.282  0.090
C 2.986 2.876 2.603  -0.337
O 2.553 1.768 2.309  -0.017
N 4.260 3.138 2.913  -0.185
C 4.711 4.472 3.272  -0.041
C 5.220 2.043 2.909  -0.024
H 2.336 3.766 2.655  0.136
H 5.481 4.807 2.577  0.094
H 5.121 4.470 4.282  0.097
H 3.876 5.169 3.235  0.086
H 5.277 1.596 1.916  0.084
H 4.913 1.271 3.614  0.100
H 6.199 2.422 3.189  0.092

The calculation puts the LUMO energy at -2.6631 eV. The multiplicity is 1. Its highest occupied orbital energy is -11.802 eV. The HOMO-LUMO gap is 9.1 eV. The total charge is +1.

C16H33N2O3 | ωB97M-V/def2-TZVPD

Each line ends with the Löwdin charge.
CARTESIAN COORDINATES (ANGSTROEM)
N 4.952 -2.543 -1.323  0.001
C 4.675 -3.224 -2.590  -0.215
C 3.509 -4.195 -2.452  -0.379
O 3.905 -5.550 -2.601  -0.016
C 2.324 -3.853 -3.375  -0.082
C 1.283 -3.063 -2.600  -0.301
C 0.221 -3.892 -1.916  -0.095
O -0.675 -2.874 -1.415  0.033
C -0.488 -1.737 -2.097  -0.537
O -0.865 -0.704 -1.734  0.145
C 0.330 -2.129 -3.330  -0.020
H 4.095 -2.291 -0.848  0.048
H 5.452 -1.676 -1.471  0.066
H 4.390 -2.484 -3.341  0.103
H 5.560 -3.718 -2.965  0.120
H 3.132 -4.077 -1.436  0.128
H 3.756 -5.995 -1.761  0.098
H 1.904 -4.811 -3.661  0.126
H 2.663 -3.330 -4.258  0.119
H 1.792 -2.413 -1.887  0.147
H -0.365 -4.407 -2.663  0.135
H 0.604 -4.558 -1.161  0.137
H -0.384 -2.729 -3.885  0.136
H 0.718 -1.303 -3.897  0.132
C -0.888 5.141 3.218  -0.092
C -2.139 5.059 2.346  -0.255
C -3.106 3.944 2.750  -0.178
C -2.596 2.509 2.804  -0.112
N -2.205 1.862 1.497  -0.246
C -0.836 2.286 1.008  -0.090
C 0.134 1.411 1.770  -0.139
C -0.552 0.050 1.731  -0.131
C -2.051 0.350 1.728  -0.067
C -3.235 2.100 0.446  0.023
H -0.316 4.211 3.220  0.055
H -0.226 5.928 2.858  0.084
H -1.152 5.375 4.250  0.086
H -1.866 4.972 1.291  0.094
H -2.675 6.006 2.424  0.117
H -3.996 3.998 2.120  0.110
H -3.463 4.166 3.759  0.131
H -3.407 1.896 3.196  0.134
H -1.751 2.402 3.482  0.132
H -0.798 2.067 -0.059  0.144
H -0.688 3.348 1.164  0.109
H 0.257 1.759 2.797  0.111
H 1.119 1.399 1.310  0.130
H -0.263 -0.583 2.568  0.124
H -0.291 -0.482 0.817  0.101
H -2.533 0.090 2.666  0.129
H -2.554 -0.166 0.915  0.130
H -3.241 3.156 0.188  0.107
H -4.204 1.789 0.830  0.122
H -2.971 1.514 -0.431  0.111

The calculation puts the LUMO energy at -2.0801 eV. The multiplicity is 1. Its highest occupied orbital energy is -11.237 eV. The HOMO-LUMO gap is 9.2 eV. The total charge is +1.

C16H33N5O15S3Zn | ωB97M-V/def2-TZVPD

Each line ends with the Löwdin charge.
CARTESIAN COORDINATES (ANGSTROEM)
N 0.101 -3.897 4.276  0.324
H -0.070 -4.656 4.921  0.146
H -0.544 -4.052 3.515  0.050
H 1.052 -3.681 4.016  0.095
H -0.294 -3.077 4.713  0.137
Zn 1.030 -2.905 -0.585  0.780
N 3.133 -3.457 1.715  -0.539
O 2.347 -3.588 0.762  -0.095
O 4.102 -2.750 1.536  0.034
O 2.691 -3.809 2.839  -0.027
N -1.241 -4.761 0.923  -0.545
O -1.317 -4.449 2.122  -0.032
O -0.417 -4.143 0.203  -0.078
O -1.953 -5.591 0.409  0.068
N -0.264 -0.903 1.587  -0.629
O 0.432 -1.389 0.749  -0.042
O -0.063 -1.003 2.748  0.060
O -1.226 -0.254 1.209  -0.025
N -3.211 1.662 2.135  0.016
C -4.592 1.671 2.190  -0.143
C -4.999 2.748 2.964  -0.121
C -3.826 3.403 3.419  -0.106
C -2.733 2.678 2.934  -0.133
H -2.608 0.961 1.729  0.080
H -5.127 1.044 1.492  0.091
H -6.011 3.011 3.235  0.084
H -3.873 4.200 4.147  0.088
H -1.691 2.919 3.086  0.099
C -3.452 -0.670 -1.670  -0.190
C -3.401 -2.136 -2.172  -0.212
C -2.510 -2.188 -3.400  -0.193
S -1.109 -1.161 -2.835  0.802
O -0.419 -0.512 -4.019  -0.345
O -0.382 -1.950 -1.828  -0.368
C -2.067 0.037 -1.874  -0.186
H -3.802 -0.626 -0.639  0.107
H -4.231 -0.060 -2.127  0.110
H -4.426 -2.384 -2.450  0.122
H -2.965 -2.674 -1.331  0.116
H -3.032 -1.634 -4.180  0.115
H -2.131 -3.181 -3.642  0.115
H -2.360 0.827 -2.565  0.106
H -1.467 0.381 -1.031  0.064
C 5.310 0.278 -0.556  -0.192
C 5.684 -1.036 -1.283  -0.194
C 4.711 -1.292 -2.519  -0.159
S 3.149 -0.637 -1.823  0.748
O 2.280 -1.752 -1.476  -0.360
O 2.733 0.448 -2.641  -0.291
C 3.799 0.151 -0.266  -0.166
H 5.611 1.090 -1.218  0.116
H 5.826 0.466 0.385  0.120
H 5.674 -1.941 -0.676  0.107
H 6.693 -0.949 -1.685  0.108
H 4.569 -2.316 -2.864  0.104
H 4.969 -0.635 -3.350  0.100
H 3.600 -0.524 0.566  0.089
H 3.264 1.086 -0.099  0.099
C 1.283 4.153 -1.248  -0.215
C 0.360 2.901 -1.232  -0.215
C -0.577 2.867 0.009  -0.219
S -0.975 4.639 0.227  0.744
O -0.800 5.086 1.623  -0.356
O -2.245 5.008 -0.459  -0.358
C 0.383 5.285 -0.880  -0.222
H 1.669 4.289 -2.258  0.117
H 2.135 4.058 -0.574  0.111
H 0.849 1.942 -1.404  0.092
H -0.339 2.915 -2.068  0.112
H 0.053 2.467 0.804  0.103
H -1.419 2.175 -0.013  0.068
H 0.772 6.200 -0.434  0.105
H -0.094 5.577 -1.816  0.101

The calculation puts the LUMO energy at -0.1011 eV. The multiplicity is 1. Its highest occupied orbital energy is -7.379 eV. The HOMO-LUMO gap is 7.3 eV.

C16H34AlBCl14NO3 | ωB97M-V/def2-TZVPD

Each line ends with the Löwdin charge.
CARTESIAN COORDINATES (ANGSTROEM)
C -0.413 -2.589 1.744  -0.145
C -1.175 -1.338 1.480  -0.322
Al -0.479 0.268 0.396  0.207
C -2.142 1.434 -0.110  -0.287
C -3.553 0.822 0.450  -0.294
N -4.015 1.361 1.782  -0.136
C -2.889 1.869 2.650  -0.246
C -3.388 2.138 4.224  -0.113
C -5.167 2.332 1.668  -0.296
C -5.187 3.745 0.838  -0.042
O -6.321 1.976 2.299  -0.079
C 0.651 1.403 1.742  -0.168
B 1.856 2.221 0.938  -0.566
O 1.606 3.588 0.403  -0.008
O 3.157 1.493 0.818  -0.047
H -0.248 -2.891 2.869  0.044
H -0.005 -3.179 0.811  0.027
H -2.257 -1.264 1.974  0.047
H 0.404 -0.125 -0.864  -0.049
H -1.970 2.577 0.116  0.050
H -2.195 1.354 -1.300  0.005
H -3.593 -0.362 0.492  0.027
H -4.389 1.127 -0.345  0.114
H -2.374 2.854 2.279  0.104
H -2.013 1.067 2.757  0.108
H -3.534 1.060 4.706  0.085
H -4.346 2.808 4.291  0.064
H -2.548 2.701 4.854  0.075
H -4.513 4.529 1.431  0.094
H -4.789 3.577 -0.261  0.081
H -6.305 4.150 0.804  0.092
H 1.101 0.681 2.578  0.038
H -0.031 2.166 2.324  0.040
H 1.382 4.192 1.188  0.109
H 3.912 2.058 1.189  0.042
C -0.436 3.503 -3.431  -1.009
Cl 0.066 1.895 -3.965  0.504
Cl -2.076 3.471 -2.771  0.528
H 0.252 3.852 -2.657  0.027
H -0.410 4.186 -4.284  0.020
C 3.104 -1.289 -1.073  -1.011
Cl 4.020 -0.839 -2.516  0.530
Cl 1.855 -2.479 -1.458  0.499
H 3.788 -1.717 -0.336  0.036
H 2.629 -0.395 -0.661  -0.024
C -3.669 -1.622 -2.271  -0.992
Cl -2.616 -1.705 -0.853  0.630
Cl -2.728 -1.384 -3.749  0.502
H -4.230 -2.556 -2.353  -0.074
H -4.361 -0.785 -2.152  0.031
C 7.143 -2.021 -3.804  -1.094
Cl 8.365 -1.613 -2.593  0.492
Cl 7.753 -1.745 -5.440  0.485
H 6.874 -3.075 -3.697  -0.109
H 6.261 -1.397 -3.643  -0.047
C 4.904 2.121 4.427  -1.010
Cl 5.820 2.570 2.984  0.530
Cl 3.655 0.931 4.043  0.568
H 5.588 1.693 5.164  0.025
H 4.429 3.014 4.840  0.029
C 6.340 -5.908 -4.579  -0.988
Cl 7.979 -5.546 -4.026  0.527
Cl 5.227 -4.597 -4.174  0.573
H 6.352 -6.042 -5.664  0.032
H 5.997 -6.828 -4.099  0.029
C -4.494 -4.678 0.442  -1.007
Cl -5.157 -4.331 -1.159  0.550
Cl -2.848 -5.311 0.326  0.505
H -4.480 -3.756 1.029  0.030
H -5.126 -5.420 0.936  0.024

The calculation puts the LUMO energy at 2.0392 eV. The multiplicity is 1. Its highest occupied orbital energy is -4.300 eV. The HOMO-LUMO gap is 6.3 eV. The total charge is -1.

| no. | E (a.u.) |
| --- | --- |
| 1 | -8788.4425 |
| 2 | -1634.9015 |
| 3 | -1530.8448 |
| 4 | -1269.5287 |
| 5 | -964.4365 |
| 6 | -5005.3044 |
| 7 | -7620.3372 |